# 1
# C5H20N10O5Tl

C5H20N10O5Tl as an isolated structure in a non-equilibrium geometry (wB97M-V/def2-TZVPD, OMol25).

CARTESIAN COORDINATES (ANGSTROEM)
Tl (0.045, 0.451, 0.028)
C (1.159, -2.425, -1.338)
O (1.167, -1.205, -0.884)
N (0.080, -2.854, -1.914)
N (2.265, -3.113, -1.280)
H (0.074, -3.550, -2.632)
H (-0.804, -2.398, -1.863)
H (2.336, -4.053, -1.638)
H (3.134, -2.625, -1.188)
C (-0.996, -0.209, 3.032)
O (-0.917, 0.783, 2.245)
N (-0.515, -1.493, 2.944)
N (-1.268, 0.110, 4.301)
H (-0.374, -1.901, 2.027)
H (-0.536, -2.195, 3.671)
H (-1.458, -0.567, 5.004)
H (-1.379, 1.085, 4.488)
C (-0.284, 1.591, -2.764)
O (-0.873, 1.645, -1.673)
N (-0.899, 2.189, -3.741)
N (0.847, 0.969, -2.917)
H (-1.751, 2.614, -3.456)
H (-1.017, 1.921, -4.689)
H (1.301, 0.326, -2.280)
H (1.128, 0.932, -3.858)
C (3.222, 1.259, 0.761)
O (2.405, 0.844, -0.095)
N (4.428, 0.657, 0.923)
N (2.990, 2.238, 1.595)
H (5.209, 0.972, 1.522)
H (4.701, -0.027, 0.274)
H (3.334, 2.320, 2.533)
H (2.260, 2.879, 1.358)
C (-3.160, 0.243, 0.066)
O (-2.038, -0.373, -0.203)
N (-4.122, -0.585, 0.346)
N (-3.411, 1.532, 0.166)
H (-3.901, -1.562, 0.417)
H (-5.144, -0.499, 0.339)
H (-4.325, 1.736, 0.540)
H (-2.912, 2.336, -0.167)

Total charge: +3
Kohn-Sham gap: 7.404 eV
Largest force on an atom: 4.0 eV/Å
ΔE to the lowest compared entry with this formula, charge and spin: 0.00 kcal/mol

---

# 2
# C5H20N2O3S

A 4-piece molecular cluster, C5H20N2O3S overall in a non-equilibrium geometry (wB97M-V/def2-TZVPD, OMol25).

CARTESIAN COORDINATES (ANGSTROEM)
C (-0.338, 3.531, -1.468)
C (-0.293, 2.075, -1.487)
N (0.974, 1.359, -2.005)
C (-0.320, 1.449, 0.040)
N (-0.432, -0.002, 0.233)
C (-1.590, -0.685, -0.247)
C (-2.140, -1.615, 0.914)
S (-1.157, -3.028, 1.426)
H (0.441, 4.030, -2.016)
H (-0.196, 3.999, -0.466)
H (-1.182, 4.092, -1.966)
H (-1.229, 1.625, -1.908)
H (1.032, 1.523, -3.036)
H (1.792, 1.729, -1.434)
H (0.559, 1.815, 0.572)
H (-1.258, 1.853, 0.402)
H (0.441, -0.455, 0.131)
H (-1.520, -1.398, -1.090)
H (-2.393, 0.086, -0.449)
H (-2.395, -1.037, 1.787)
H (-3.119, -1.968, 0.500)
H (-0.212, -3.076, 0.539)
O (3.389, 0.479, 1.314)
H (3.308, 1.324, 1.758)
H (3.414, 0.542, 0.371)
O (1.041, -1.421, -2.931)
H (0.525, -1.676, -3.724)
H (0.364, -0.835, -2.599)
O (0.892, 0.687, 2.929)
H (1.453, 0.012, 2.582)
H (0.048, 0.719, 2.450)

SMILES: C[C@@H](N)CNCCS.O.O.O
Kohn-Sham gap: 9.242 eV
Largest force on an atom: 5.0 eV/Å
ΔE to the lowest compared entry with this formula, charge and spin: 28.78 kcal/mol

---

# 3
# C5H20N2O6

A 7-piece molecular cluster, C5H20N2O6 overall in a non-equilibrium geometry (wB97M-V/def2-TZVPD, OMol25).

CARTESIAN COORDINATES (ANGSTROEM)
C (1.736, -2.342, 1.081)
C (0.356, -2.594, 0.398)
C (-0.071, -1.670, -0.615)
C (0.358, -0.334, -0.461)
N (-0.375, 0.293, -1.516)
C (-1.140, -0.682, -2.199)
N (-0.999, -1.889, -1.579)
H (2.479, -3.030, 0.688)
H (1.526, -2.120, 2.099)
H (2.275, -1.427, 0.779)
H (0.450, -3.643, -0.014)
H (-0.400, -2.842, 1.276)
H (0.933, 0.172, 0.280)
H (-0.154, 1.293, -1.645)
H (-1.822, -0.453, -2.920)
O (0.071, 0.349, 2.615)
H (0.184, -0.233, 1.896)
H (-0.419, -0.109, 3.262)
O (-3.604, 0.191, 0.441)
H (-4.135, -0.293, -0.178)
H (-2.757, 0.196, 0.038)
O (2.021, -1.307, -2.262)
H (1.659, -1.830, -2.919)
H (2.702, -1.767, -1.906)
O (0.781, 2.693, -0.691)
H (1.532, 3.111, -0.251)
H (0.588, 3.281, -1.380)
O (0.556, 3.045, 2.285)
H (1.102, 2.331, 1.896)
H (0.201, 2.462, 2.969)
O (-1.751, 2.884, -0.750)
H (-1.150, 3.129, -0.010)
H (-2.733, 3.134, -0.711)

SMILES: CCc1c[nH]cn1.O.O.O.O.O.O
Kohn-Sham gap: 8.279 eV
Largest force on an atom: 5.8 eV/Å
ΔE to the lowest compared entry with this formula, charge and spin: 88.99 kcal/mol

---

# 4
# C5H20NO5

A 6-piece molecular cluster, C5H20NO5 overall in a non-equilibrium geometry (wB97M-V/def2-TZVPD, OMol25).

CARTESIAN COORDINATES (ANGSTROEM)
C (-3.070, -0.973, 1.898)
C (-3.131, 0.479, 1.411)
C (-2.115, 0.689, 0.337)
C (-0.919, 1.236, 0.563)
N (0.076, 1.401, -0.430)
C (-0.171, 1.857, -1.674)
H (-3.883, -1.186, 2.612)
H (-2.115, -1.219, 2.358)
H (-3.194, -1.681, 1.081)
H (-2.980, 1.148, 2.295)
H (-4.151, 0.636, 1.029)
H (-2.398, 0.356, -0.652)
H (-0.557, 1.547, 1.547)
H (1.002, 1.128, -0.133)
H (-1.169, 2.125, -2.013)
H (0.655, 1.964, -2.388)
H (2.783, 0.717, 4.009)
H (2.019, -0.625, 3.994)
O (2.254, 0.135, 3.453)
H (2.790, -0.181, 1.861)
H (3.937, -0.193, 0.802)
O (2.984, -0.287, 0.900)
H (-1.975, -0.425, -3.472)
H (-0.613, -0.464, -2.792)
O (-1.529, -0.103, -2.681)
H (1.565, -1.036, -3.644)
H (1.620, -1.299, -2.154)
O (1.196, -0.683, -2.825)
H (1.846, -2.989, -0.463)
H (2.527, -1.667, -0.127)
O (2.232, -2.214, -0.885)

2S+1: 2
Expectation value of S²: 0.7565
Kohn-Sham gap (alpha / beta): 4.419 / 7.855 eV
Largest force on an atom: 2.3 eV/Å
ΔE to the lowest compared entry with this formula, charge and spin: 0.00 kcal/mol